67
Properties=species:S:1:pos:R:3:lowdin_charge:R:1 method="wB97M-V/def2-TZVPD" total_energy_ha=-3750.289165 gap_ev=7.40 total_charge=+1
Al -0.66029 -0.97559 -0.01914 -0.096
Cl -3.91148 -7.22604 1.11680 0.690
C -3.05595 -5.82828 0.54862 -0.666
C -2.59716 -4.89601 1.45939 -0.118
C -1.91778 -3.80130 0.96662 -0.475
Cl -1.32337 -2.57884 2.09855 0.850
C -1.65801 -3.57021 -0.38858 -0.411
O -0.99197 -2.52796 -0.83593 -0.227
C -2.16030 -4.54154 -1.26201 -0.563
Cl -1.92935 -4.31294 -2.96244 0.710
C -2.84437 -5.65444 -0.80918 -0.114
H -2.76621 -5.02183 2.51929 0.114
H -3.21459 -6.38214 -1.51763 0.113
I 1.67040 -3.03611 -2.43853 1.060
C 2.19469 -2.69417 -0.45382 -0.703
C 3.37062 -3.32671 -0.05428 -0.129
C 3.78109 -3.23496 1.25798 -0.030
C 2.99349 -2.51883 2.14517 -0.026
C 1.85541 -1.92037 1.66238 -0.157
N 1.43788 -1.97298 0.37935 0.012
H 3.93938 -3.88929 -0.77914 0.089
H 4.69145 -3.72190 1.58237 0.123
H 3.24849 -2.42163 3.19083 0.119
H 1.23286 -1.35780 2.33958 0.085
C -2.23452 -0.47185 -3.41739 -0.043
N -1.98532 0.93568 -3.06979 -0.155
C -2.91105 1.85690 -3.73318 -0.015
C -0.97598 1.33099 -2.31682 -0.636
S 0.31024 0.23330 -1.91767 0.779
N -0.91560 2.65008 -1.95623 -0.194
C -2.03930 3.24550 -1.22829 -0.046
C 0.37439 3.21573 -1.58114 -0.074
H -3.30269 -0.66042 -3.32246 0.106
H -1.68595 -1.14499 -2.77128 0.023
H -1.93013 -0.63083 -4.45237 0.110
H -3.09269 1.47012 -4.73383 0.102
H -2.47172 2.84697 -3.79528 0.098
H -3.86277 1.90168 -3.20285 0.101
H -2.97881 2.77813 -1.49637 0.072
H -2.10217 4.31014 -1.45236 0.102
H -1.89414 3.12054 -0.15021 0.092
H 1.16297 2.83077 -2.21975 0.078
H 0.63132 3.00103 -0.53786 0.075
H 0.30838 4.29529 -1.71283 0.098
O 4.63393 5.28893 0.77276 -0.020
C 4.67959 4.44073 1.89410 -0.234
N 3.40364 3.80233 2.15307 0.100
C 3.15524 2.51885 1.79112 -0.441
O 3.97378 1.78639 1.27066 0.088
C 1.76633 2.00424 2.06523 -0.093
C 0.93526 2.44868 3.08104 0.021
C -0.30810 1.85748 3.24069 -0.006
C -0.68168 0.85077 2.37421 -0.093
N 0.12161 0.41044 1.38952 0.010
C 1.32360 0.97952 1.24933 -0.086
H 4.70177 4.74813 -0.02236 0.094
H 4.93905 5.06646 2.74318 0.132
H 5.41573 3.64887 1.78230 0.130
H 2.63034 4.39783 2.40016 0.138
H 1.25694 3.22490 3.76555 0.128
H -0.98100 2.16115 4.02986 0.122
H -1.64417 0.37036 2.45807 0.096
H 1.96529 0.60798 0.46194 0.112
C -2.47184 -0.18409 0.10280 -0.147
H -2.51818 0.89011 -0.09101 -0.005
H -2.98651 -0.34488 1.05390 0.008
H -3.10001 -0.67804 -0.64439 0.025

---

9
Properties=species:S:1:pos:R:3:lowdin_charge:R:1 method="wB97M-V/def2-TZVPD" total_energy_ha=-321.310757 gap_ev=11.45 smiles="N#C[C@@H](O)C=O"
O -0.83238 -1.26534 -0.32323 0.016
C 0.07910 -0.38318 0.23084 -0.362
C 0.66099 0.56407 -0.81245 -0.174
O 0.22471 0.56491 -1.93575 0.090
C -0.49774 0.37973 1.35989 -0.147
N -0.86988 0.71370 2.40071 0.169
H -1.11908 -0.87079 -1.16386 0.102
H 0.88915 -0.94417 0.71728 0.165
H 1.46513 1.24107 -0.47342 0.141

---

13
Properties=species:S:1:pos:R:3:lowdin_charge:R:1 method="wB97M-V/def2-TZVPD" total_energy_ha=-3290.432325 gap_ev="6.30 / 6.99" total_charge=+2
C -1.33483 -1.91449 0.06555 -0.099
C -2.21907 0.10798 0.04870 -0.478
C -0.81372 0.23955 0.07500 -0.217
C 0.09078 2.51964 0.06519 0.404
N -2.44114 -1.27486 0.08195 0.063
N -0.30790 -1.04925 0.09884 0.161
N 0.12598 1.26136 0.15997 0.106
S -3.67969 1.17275 -0.00685 0.679
Br -5.47082 -0.06113 0.00944 0.602
H -1.30279 -3.01082 -0.00583 0.179
H -0.75988 3.20550 -0.08540 0.146
H 0.73800 -1.24053 0.06634 0.225
H 1.06900 0.75652 0.14963 0.228

---

69
Properties=species:S:1:pos:R:3:lowdin_charge:R:1 method="wB97M-V/def2-TZVPD" total_energy_ha=-2015.041149 gap_ev=6.60 smiles="COB(O)C1=CC(=O)c2c(cccc2P(O)O)C1=O.CC(C)=O.CC(C)=O.CC(C)=O.CC(C)=O"
C -2.09386 3.64332 -0.26489 -0.081
O -3.29906 2.85151 -0.56144 -0.079
B -3.24955 1.53638 0.10987 -0.402
O -4.09160 1.20218 1.30677 0.041
C -2.25774 0.34465 -0.50405 0.019
C -1.19439 -0.35980 0.27621 0.072
C -0.28758 -1.57721 -0.42554 -0.202
O 0.23759 -2.46569 0.43268 -0.060
C -0.15912 -1.61442 -2.05988 -0.025
C -1.31515 -0.79166 -2.91428 -0.021
C -1.29953 -0.72906 -4.55298 0.014
C -0.12998 -1.46353 -5.44859 -0.022
C 1.02679 -2.31350 -4.60516 -0.019
C 0.99504 -2.38200 -2.93551 -0.237
P 2.32872 -3.40336 -1.97330 0.932
O 3.40486 -4.14140 -3.13375 -0.377
O 1.38086 -4.73198 -1.27145 -0.364
C -2.52823 -0.03586 -2.10804 -0.179
O -3.68168 0.31144 -2.69813 -0.025
H -1.46908 3.72582 -1.25172 0.098
H -2.36759 4.68227 0.19888 0.113
H -1.49734 3.04442 0.56681 0.107
H -4.62310 0.39219 0.98305 0.115
H -0.99761 -0.04371 1.41022 0.148
H -2.15167 -0.13256 -5.11671 0.107
H -0.11036 -1.41922 -6.61976 0.094
H 1.89452 -2.89778 -5.17973 0.098
H 3.47964 -5.10990 -2.81581 0.074
H 0.47419 -4.72059 -1.72593 0.066
C -4.37722 -1.88703 4.78828 -0.025
C -4.78147 -1.99385 3.34216 -0.485
O -5.49565 -1.14298 2.81427 0.045
C -4.27803 -3.18206 2.56709 -0.023
H -4.81330 -0.98031 5.22094 0.086
H -4.74846 -2.75254 5.34276 0.086
H -3.28903 -1.82319 4.86610 0.087
H -4.64487 -4.10531 3.02258 0.086
H -3.18544 -3.17596 2.54591 0.086
H -4.64885 -3.12751 1.53802 0.085
C 4.46417 1.42779 0.34472 -0.028
C 3.43126 0.34770 0.16415 -0.484
O 3.26771 -0.20412 -0.92280 0.020
C 2.60627 -0.03094 1.36501 -0.019
H 4.98306 1.59607 -0.60498 0.083
H 3.97898 2.35895 0.64788 0.083
H 5.19743 1.11909 1.09393 0.083
H 2.03826 0.83522 1.71364 0.089
H 3.25671 -0.40464 2.15969 0.068
H 1.90257 -0.82265 1.08670 0.056
C 5.28414 -0.44351 5.50264 -0.025
C 3.80569 -0.16029 5.51088 -0.484
O 3.09412 -0.45303 4.55136 0.044
C 3.23174 0.49499 6.73857 -0.027
H 5.55750 -0.91763 4.55397 0.085
H 5.84205 0.49118 5.59997 0.086
H 5.53653 -1.12437 6.31935 0.087
H 3.69818 1.47153 6.89097 0.086
H 3.39266 -0.14402 7.61036 0.087
H 2.15444 0.63842 6.60320 0.085
C 0.06361 4.47495 -5.36959 -0.028
C -0.96930 3.39486 -5.55016 -0.489
O -1.13284 2.84304 -6.63711 0.046
C -1.79428 3.01622 -4.34930 -0.030
H 0.58251 4.64323 -6.31929 0.084
H -0.42158 5.40611 -5.06643 0.085
H 0.79687 4.16625 -4.62038 0.086
H -2.36230 3.88238 -4.00067 0.092
H -1.14385 2.64252 -3.55462 0.079
H -2.49798 2.22451 -4.62761 0.070

---

19
Properties=species:S:1:pos:R:3:lowdin_charge:R:1 method="wB97M-V/def2-TZVPD" total_energy_ha=-419.271588 gap_ev=10.20 smiles="C=C[C@@H](N=C)N(C)C=O"
C 1.34877 2.10598 -0.78176 0.004
C -1.32790 -0.58813 2.00456 -0.053
C 0.35307 1.80152 -0.01754 -0.145
C 0.75933 -1.82412 -0.07875 -0.371
C -0.82553 -0.53502 -1.40244 -0.032
C 0.27938 0.40879 0.55652 -0.322
N -0.74264 0.50913 1.79969 0.065
N 0.04387 -0.70174 -0.24550 -0.163
O 1.66532 -1.92259 0.67958 0.074
H 1.49963 3.15901 -0.97867 0.059
H 1.95500 1.39947 -1.37268 0.085
H -2.10519 -0.76091 2.62027 0.027
H -0.97423 -1.52080 1.44178 0.096
H -0.27960 2.46008 0.54747 0.097
H 0.31492 -2.53944 -0.70388 0.116
H -1.80481 -0.10742 -1.29254 0.080
H -0.17038 -0.05309 -2.17891 0.104
H -1.21431 -1.58563 -1.74664 0.120
H 1.22531 0.29491 1.14943 0.160

---

24
Properties=species:S:1:pos:R:3:lowdin_charge:R:1 method="wB97M-V/def2-TZVPD" multiplicity=3 total_energy_ha=-765.719980 s_squared=2.0180 gap_ev="6.07 / 7.42" total_charge=+1
C -0.57426 -0.54089 1.05670 0.025
C 0.64664 -1.10759 1.08472 -0.021
C -0.63632 1.85656 0.10927 -0.549
C 2.56910 0.34263 0.73711 0.047
C -1.28477 0.47794 0.16322 -0.560
C -2.74042 0.56061 0.49559 -0.031
C -1.03480 -0.05501 -1.30374 -0.024
C 2.05605 -1.34437 -1.02920 0.041
N 1.87222 -0.73340 0.33395 -0.126
S 0.93878 2.29472 0.10328 0.905
H -1.26924 -0.82086 1.72124 0.082
H 0.88832 -1.82888 1.77564 0.101
H 3.32996 0.69204 0.03554 0.110
H 2.57692 0.65423 1.77955 0.117
H -3.23848 1.47143 0.20212 0.100
H -2.83767 0.50051 1.57007 0.097
H -3.27115 -0.23804 0.12108 0.074
H -0.02805 0.35309 -1.56040 0.057
H -1.71135 0.47693 -1.89015 0.071
H -1.22499 -1.14484 -1.27952 0.116
H 2.00582 -2.45104 -0.91180 0.132
H 1.29598 -0.84355 -1.62816 0.071
H 3.02947 -1.10588 -1.36610 0.084
H -1.35774 2.53366 -0.32001 0.081